Density functional theory data (the ωB97M-V functional and the def2-TZVPD basis) for a 2-piece molecular cluster, C2HClN2O overall in a non-equilibrium geometry.

The geometry in ORCA input format:
```
! wB97M-V def2-TZVPD RIJCOSX def2/J DEFGRID3
* xyz 0 1
C 2.04594 1.26628 0.10450
C 0.09456 -0.75833 0.03802
N 1.92641 2.35650 0.46292
N 2.08100 0.09390 -0.52916
O 0.23296 -1.77564 0.49397
Cl 3.49079 -0.82235 -0.02278
H -0.62183 -0.25011 -0.49569
*
```

The orbital gap (spin up / spin down) comes out at 7.63 / 7.62 eV. The value obtained for the energy above the lowest of the compared OMol25 structures with the same formula, charge and spin is 98.0 kcal/mol. The HOMO energy (spin up / spin down) is -9.18 / -9.18 eV. Its lowest unoccupied orbital energy (spin up / spin down) is -1.55 / -1.55 eV.

***

Density functional theory data (the ωB97M-V functional and the def2-TZVPD basis) for a 2-piece molecular cluster, C3H6F2OS overall in a non-equilibrium geometry.

The geometry in ORCA input format:
```
! wB97M-V def2-TZVPD RIJCOSX def2/J DEFGRID3
* xyz 0 1
C -2.22462 0.72692 0.13088
C -1.88409 -0.67341 -0.37096
C 2.31317 -0.11625 -0.35882
O -0.80149 -1.11210 -0.64382
F 3.58223 -0.47600 -0.66771
F 2.08370 1.19227 -0.65384
S 2.01731 -0.38615 1.36888
H -1.57109 1.34111 -0.50045
H -1.94708 0.59472 1.23901
H -3.33744 0.79183 0.01631
H -2.86461 -1.37501 -0.40778
H 1.58209 -0.81024 -1.02177
H 3.05193 0.30232 1.87008
*
```

The orbital gap comes out at 10.54 eV. The value obtained for the energy above the lowest of the compared OMol25 structures with the same formula, charge and spin is 16.8 kcal/mol. The HOMO energy is -9.80 eV. Its lowest unoccupied orbital energy is 0.75 eV. The SMILES is FC(F)S.CC=O.

***

Density functional theory data (the ωB97M-V functional and the def2-TZVPD basis) for C35H34CdCl3N6O6S2Sb as an isolated structure.

The geometry in ORCA input format:
```
! wB97M-V def2-TZVPD RIJCOSX def2/J DEFGRID3
* xyz -2 1
Cd 1.03028 0.27580 0.14780
O -1.10189 -1.48048 6.89037
C -0.23422 -0.62391 6.62206
O 0.42316 0.11312 7.37850
C 0.03984 -0.43422 5.10841
C -0.79747 -1.01952 4.16319
C -0.53190 -0.84775 2.82026
N 0.52478 -0.16133 2.38257
C 1.33773 0.40861 3.27320
C 1.11882 0.30427 4.63960
C 2.54968 1.15037 2.71138
O 3.32013 1.68364 3.50494
O 2.68627 1.12092 1.43748
H -1.63896 -1.60497 4.50880
H -1.17330 -1.26640 2.05157
H 1.78890 0.78736 5.33494
S -1.49535 0.55572 -0.41140
C -1.56308 2.19428 0.17122
N -2.60049 2.77505 0.67830
N -3.69354 2.01352 0.82400
C -4.85550 2.53828 1.34483
C -4.98775 3.89826 1.63626
C -6.18439 4.37427 2.14615
C -7.26199 3.52889 2.37243
C -7.12405 2.17684 2.08277
C -5.93731 1.68078 1.57609
N -0.48858 3.13773 0.10655
N 0.60302 2.68718 -0.26466
C 1.65782 3.65304 -0.36492
C 1.52313 4.97016 0.05935
C 2.59403 5.83449 -0.08874
C 3.78352 5.39155 -0.65710
C 3.90748 4.07423 -1.07185
C 2.84435 3.19636 -0.92049
H -3.61755 1.02649 0.59756
H -4.14815 4.55507 1.46554
H -6.27164 5.43056 2.37188
H -8.18895 3.91423 2.77674
H -7.94732 1.49567 2.26078
H -5.83124 0.62364 1.36394
H 0.59344 5.29287 0.50479
H 2.50327 6.85964 0.24853
H 4.61767 6.07440 -0.76334
H 4.83682 3.71647 -1.49650
H 2.93173 2.15721 -1.21518
C -1.00510 -4.61455 1.86573
C 0.23087 -4.95002 1.03768
Sb 0.98903 -3.18834 0.02143
C 2.52252 -4.18276 -1.13325
C 2.45141 -5.69977 -1.23409
C -0.58439 -3.14095 -1.45946
C -0.73268 -4.35024 -2.37057
H -1.38662 -5.48513 2.40648
H -1.81858 -4.24244 1.23715
H -0.79168 -3.84134 2.60607
H 0.01478 -5.73046 0.30432
H 1.02834 -5.32605 1.68276
H 3.46180 -3.87323 -0.67099
H 2.49866 -3.70820 -2.11603
H 2.45914 -6.17242 -0.25018
H 3.30622 -6.09905 -1.78989
H 1.54605 -6.03553 -1.74262
H -0.40086 -2.23877 -2.04656
H -1.50551 -2.95635 -0.89959
H 0.16464 -4.50166 -2.97580
H -1.57387 -4.23526 -3.06186
H -0.90154 -5.27124 -1.80672
O -1.94814 -0.19194 -7.29072
C -1.50865 0.81389 -6.48269
O -1.85857 1.93884 -6.72090
C -0.61394 0.42737 -5.36129
C -0.32570 1.38865 -4.39085
C 0.50827 1.09881 -3.33054
C 1.10632 -0.16092 -3.20394
S 2.22857 -0.57270 -1.91737
C 0.80805 -1.12255 -4.17773
C -0.03310 -0.83445 -5.23449
H -1.64598 -1.03501 -6.93405
H -0.77913 2.36655 -4.48107
H 0.69958 1.85016 -2.57864
H 1.25015 -2.10717 -4.08941
H -0.20427 -1.62488 -5.96015
Cl 7.16353 -0.60596 1.28073
C 5.69683 0.20897 0.64833
Cl 5.61312 1.82264 1.29734
Cl 5.79012 0.25912 -1.12718
C 4.56233 -0.66445 0.99824
N 3.97678 -1.64361 1.14380
*
```

The orbital gap comes out at 6.84 eV. The value obtained for the energy above the lowest of the compared OMol25 structures with the same formula, charge and spin is 3.4 kcal/mol. The HOMO energy is -3.31 eV. Its lowest unoccupied orbital energy is 3.53 eV.

***

Density functional theory data (the ωB97M-V functional and the def2-TZVPD basis) for C26H78O17SSr as an isolated structure in a non-equilibrium geometry.

The geometry in ORCA input format:
```
! wB97M-V def2-TZVPD RIJCOSX def2/J DEFGRID3
* xyz 1 2
Sr -0.59476 -0.79156 -2.45981
S 0.20226 0.57006 0.32779
O 0.61304 2.00683 0.30896
O 0.13486 -0.01010 1.67018
O -1.06897 0.41109 -0.33016
O 1.08182 -0.16843 -0.57442
C 4.14383 1.49221 -0.75430
C 3.48524 2.75613 -1.35449
O 2.12633 2.51973 -1.71133
H 5.21294 1.61202 -0.57892
H 4.10886 0.66017 -1.45756
H 3.60795 1.15666 0.13358
H 3.92768 2.95940 -2.32969
H 3.59470 3.65732 -0.75118
H 1.63446 2.22302 -0.94215
C -1.62907 -4.43146 2.91914
C -1.25444 -3.03118 3.23025
O -0.32863 -2.60325 2.28713
H -0.75002 -5.03380 2.68989
H -2.30675 -4.47672 2.06660
H -2.12566 -4.89131 3.77356
H -0.83145 -3.04816 4.23468
H -2.10763 -2.35332 3.25627
H -0.26427 -1.64570 2.31089
C -3.25594 3.06056 -3.58088
C -2.43446 2.15048 -2.70955
O -1.62433 1.33950 -3.57306
H -3.70096 3.76238 -2.87554
H -4.08212 2.52711 -4.05094
H -2.72055 3.60538 -4.35846
H -3.17163 1.59500 -2.12976
H -1.86353 2.71646 -1.97348
H -1.22294 1.92593 -4.21851
C 1.22097 -4.30887 -4.54533
C 2.12261 -3.50484 -3.68460
O 1.25470 -2.71680 -2.86421
H 1.77042 -5.11237 -5.03584
H 0.67745 -3.70638 -5.27312
H 0.43688 -4.79925 -3.96842
H 2.91040 -2.95344 -4.19786
H 2.72320 -4.13853 -3.03204
H 1.88088 -2.28398 -2.27926
C 2.43822 6.10099 2.38128
C 1.62890 5.01516 1.65805
O 2.25510 3.75262 1.68649
H 3.32935 6.32305 1.79419
H 2.60135 5.79990 3.41609
H 1.82068 6.99502 2.46752
H 1.50276 5.29808 0.61299
H 0.69515 4.91641 2.21163
H 1.61861 3.12188 1.34204
C -2.48313 4.87682 1.99522
C -1.83891 3.63025 1.41102
O -1.31956 3.83500 0.12856
H -3.13799 5.34332 1.25925
H -1.73070 5.62368 2.24849
H -3.12792 4.66912 2.84915
H -2.49653 2.76126 1.43331
H -1.05154 3.36617 2.11700
H -0.56473 3.24490 0.06857
C 2.02839 -0.41614 -5.59037
C 2.48175 0.18630 -4.24288
O 1.38348 0.45765 -3.41059
H 1.54190 -1.37989 -5.44010
H 2.92319 -0.69123 -6.14871
H 1.29924 0.18080 -6.13821
H 3.01363 1.10612 -4.48606
H 3.13075 -0.48553 -3.68115
H 1.63813 1.21129 -2.87319
C -0.74809 0.65917 6.23666
C -0.25004 0.26283 4.91721
O -1.04443 0.70178 3.83376
H -1.07737 1.69793 6.26193
H 0.01057 0.59006 7.01625
H -1.59527 0.06159 6.57322
H -0.06260 -0.81022 4.87800
H 0.69741 0.78277 4.77543
H -0.62647 0.39636 3.02528
C 4.72646 -3.11217 -0.33137
C 3.57608 -2.21671 0.17306
O 2.94462 -1.64278 -0.98104
H 5.20590 -3.51499 0.56080
H 5.46612 -2.54057 -0.89197
H 4.32413 -3.99609 -0.82627
H 3.88206 -1.37626 0.79607
H 2.88065 -2.84408 0.73062
H 2.30479 -1.00757 -0.65130
C -2.61710 -4.24042 -1.08069
C -1.13768 -4.01141 -0.76258
O -0.88536 -2.60204 -0.57078
H -2.77236 -3.77157 -2.05238
H -3.35786 -3.86193 -0.37633
H -2.78261 -5.31200 -1.19209
H -0.52610 -4.33638 -1.60429
H -0.78863 -4.62608 0.06715
H -0.72608 -2.43702 0.36142
C -4.87275 -1.02781 1.86588
C -3.49552 -0.69167 1.34556
O -3.61885 0.26489 0.26649
H -4.80489 -1.58065 2.80282
H -5.41812 -1.50999 1.05461
H -5.45267 -0.13917 2.11512
H -2.93872 -1.58826 1.07315
H -2.95589 -0.27573 2.19637
H -2.73690 0.63530 0.18544
C 4.27548 0.24015 4.13158
C 3.16175 0.62412 3.14353
O 2.44517 -0.56506 2.79572
H 3.76370 -0.14751 5.01243
H 4.86889 1.10370 4.43196
H 4.97941 -0.53081 3.81825
H 3.62193 1.05750 2.25554
H 2.45159 1.34578 3.54724
H 1.57770 -0.27196 2.50728
C -5.11511 -0.23340 -3.07276
C -4.36659 -1.49941 -2.69069
O -3.11891 -1.09363 -2.14400
H -6.10256 -0.44062 -3.48520
H -4.56600 0.39214 -3.77652
H -5.24724 0.35819 -2.16685
H -4.25927 -2.11389 -3.58456
H -4.92957 -2.02871 -1.92194
H -3.27971 -0.71664 -1.27589
*
```

The orbital gap (spin up / spin down) comes out at 9.75 / 3.12 eV. The HOMO energy (spin up / spin down) is -11.61 / -11.60 eV. As for the expectation value of S²: 0.755. Its lowest unoccupied orbital energy (spin up / spin down) is -1.87 / -8.49 eV.